(1)
Computed, not measured: a cluster of 6 separate species, C26H71BN6O4 in total at a distorted geometry, with ωB97M-V/def2-TZVPD.

Geometry as XYZ:
```
108
Properties=species:S:1:pos:R:3:mulliken_charge:R:1
B -8.78379 -12.97569 -19.59193 1.529
H -8.40334 -13.71072 -18.89967 0.179
H -9.75392 -12.62448 -19.27612 -0.428
H -8.08893 -12.15028 -19.60400 -0.133
H -8.85553 -13.42845 -20.56871 -1.186
C -11.19009 -13.78509 -11.90901 -0.785
C -10.68726 -12.39688 -12.09939 -0.428
N -10.34527 -12.17732 -13.48377 0.219
C -10.75557 -11.16017 -14.22728 -0.551
C -9.94479 -11.02399 -15.35597 -0.403
N -9.08769 -12.13320 -15.32749 0.306
C -9.36227 -12.81740 -14.18553 -0.311
C -8.13137 -12.43191 -16.41774 -0.697
H -11.79909 -14.17003 -12.72696 -0.040
H -11.91074 -14.02443 -11.12705 0.431
H -10.48827 -14.59285 -11.70149 0.386
H -9.79513 -12.14032 -11.52809 0.353
H -11.40493 -11.67044 -11.71815 0.362
H -11.49760 -10.47674 -13.84166 0.515
H -9.91226 -10.23033 -16.08771 0.477
H -8.76934 -13.65132 -13.83998 0.414
H -8.58838 -13.21733 -17.01969 0.075
H -7.15778 -12.71536 -16.01787 0.309
H -8.00516 -11.53090 -17.01805 0.288
C -11.11242 -14.91875 -17.46976 -0.790
N -12.63503 -14.83060 -17.10942 0.172
C -12.98182 -13.39692 -17.46699 -0.824
C -13.57460 -15.82976 -17.91450 -0.939
C -12.73759 -15.17785 -15.58906 -0.410
C -14.12478 -15.51932 -15.02078 -0.512
O -13.85547 -15.37472 -13.61179 -0.484
H -11.11614 -14.45986 -18.45846 0.519
H -10.80292 -15.96198 -17.53276 0.431
H -10.43693 -14.46905 -16.74205 -0.005
H -12.30127 -12.72431 -16.94494 0.280
H -14.01426 -13.21850 -17.16642 0.412
H -12.94174 -13.15238 -18.52845 0.413
H -14.61128 -15.49608 -17.86914 0.422
H -13.52690 -16.89105 -17.67061 0.386
H -13.39208 -15.71611 -18.98308 0.341
H -12.34032 -14.29111 -15.09513 0.056
H -11.98261 -15.96130 -15.52334 0.416
H -14.43017 -16.52378 -15.31388 0.426
H -14.72862 -14.63470 -15.22306 0.251
H -14.50382 -15.88643 -13.12251 0.341
C -11.25427 -10.87255 -21.33389 -1.191
N -11.36376 -10.95953 -22.84690 0.277
C -12.75594 -11.39403 -23.30002 -0.969
C -11.00703 -9.57489 -23.37301 -0.818
C -10.28286 -11.99900 -23.38536 0.307
C -10.19954 -12.10278 -24.94144 -0.669
O -9.30288 -11.20553 -25.55497 -0.531
H -11.42887 -11.85722 -20.90024 0.449
H -11.95576 -10.10264 -21.01258 0.491
H -10.25137 -10.53623 -21.07086 0.334
H -13.08772 -11.04192 -24.27676 0.416
H -13.50220 -10.83859 -22.73196 0.416
H -13.01339 -12.44514 -23.16962 0.337
H -11.79298 -8.83904 -23.20302 0.402
H -10.90462 -9.70763 -24.45003 0.390
H -10.06015 -9.25662 -22.93685 0.316
H -10.52605 -12.89575 -22.81543 0.352
H -9.28467 -11.73343 -23.03724 -0.537
H -11.22834 -12.12649 -25.30075 0.378
H -10.02758 -13.16558 -25.11172 0.379
H -9.71343 -10.73787 -26.28595 0.372
C -6.75742 -16.65709 -22.75824 -0.497
N -8.31872 -16.85338 -23.14107 0.216
C -8.82220 -15.53855 -23.74471 -0.866
C -8.41295 -17.92204 -24.24567 -1.067
C -9.21376 -17.27389 -21.95858 -1.029
C -9.37888 -16.24895 -20.81772 0.026
O -8.12182 -15.71563 -20.39805 -0.580
H -6.46795 -17.24418 -21.88668 0.331
H -6.56597 -15.63312 -22.43738 0.094
H -6.21940 -17.08589 -23.60369 0.362
H -8.33417 -15.55002 -24.71929 0.546
H -8.53180 -14.61353 -23.24659 -0.047
H -9.90993 -15.53611 -23.81486 0.394
H -8.02007 -18.86025 -23.85387 0.463
H -7.82938 -17.71410 -25.14249 0.404
H -9.43716 -18.06869 -24.58862 0.411
H -8.76751 -18.23626 -21.70800 0.522
H -10.17008 -17.54038 -22.40862 0.391
H -9.79949 -16.68259 -19.91044 0.304
H -9.94746 -15.33499 -20.98941 0.078
H -8.26206 -14.82134 -20.07839 -0.055
C -5.48218 -11.00429 -24.90543 -0.862
N -5.40039 -10.37402 -23.45432 0.037
C -4.15374 -9.37985 -23.39964 -0.816
C -6.61491 -9.58295 -23.09402 -0.747
C -5.16064 -11.49387 -22.34711 -0.930
C -6.41118 -12.38701 -21.98944 0.964
O -6.20869 -13.09726 -20.72662 -0.574
H -6.29719 -11.71752 -25.02853 0.294
H -4.46016 -11.28737 -25.15731 0.385
H -5.66868 -10.15888 -25.56771 0.406
H -4.29883 -8.56440 -24.10822 0.382
H -3.27801 -9.96692 -23.67632 0.392
H -4.08504 -9.06138 -22.35946 0.384
H -6.63863 -8.68025 -23.70449 0.445
H -6.69630 -9.29291 -22.04647 0.364
H -7.44315 -10.23115 -23.38029 0.166
H -4.79925 -10.98958 -21.45090 0.338
H -4.37460 -12.10109 -22.79601 0.342
H -6.49392 -13.22598 -22.68037 0.108
H -7.30580 -11.76443 -22.00226 -0.471
H -6.87007 -12.92041 -20.05366 0.308
```

Values from the calculation:
Energy relative to the best compared isomer or geometry (same formula, charge and spin) (kcal per mole): 134.9
Orbital gap (eV): 10.14
E_HOMO (hartree): -0.6812
E_tot (hartree): -1685.97478
Net charge: +4


(2)
Computed, not measured: a structure of composition C26H71N5O11PSn3 at a distorted geometry, with ωB97M-V/def2-TZVPD.

Geometry as XYZ:
```
117
Properties=species:S:1:pos:R:3:mulliken_charge:R:1
Sn 19.93181 5.11925 3.59998 1.465
Sn 22.58805 8.01230 1.89407 1.293
Sn 18.06743 8.04973 0.49581 1.317
P 19.46275 8.64424 3.73545 0.426
O 18.98826 9.69224 4.78085 1.528
O 18.31786 7.64917 3.36549 -1.084
O 20.70469 7.85897 4.19418 -0.950
O 19.94369 9.33362 2.40896 -1.266
C 21.46549 9.20049 8.84525 -1.511
C 20.59061 9.97172 7.90124 2.112
C 20.29830 11.39394 8.37254 -1.374
O 21.03337 10.00370 6.64286 0.217
H 22.22204 9.93868 9.11134 0.491
H 21.89661 8.34085 8.33216 -0.034
H 20.87921 8.91510 9.71870 0.428
H 19.63969 9.44591 7.81532 -0.854
H 20.94143 12.13124 7.89205 0.300
H 20.18235 11.59449 9.43763 0.475
H 19.39847 11.70678 7.84289 0.236
H 20.31041 9.75985 6.06022 -0.691
C 15.73878 11.08655 6.50424 -1.448
C 16.10784 11.53526 5.11541 -0.054
C 17.44994 12.31369 5.01317 0.320
O 16.37102 10.46527 4.20723 -0.380
H 14.79854 10.54711 6.39006 0.403
H 15.55414 11.90378 7.20149 0.421
H 16.48151 10.43656 6.96681 0.110
H 15.39461 12.11355 4.52806 0.586
H 18.26714 11.90065 5.60452 -0.690
H 17.37738 13.34075 5.37089 0.695
H 17.89830 12.28581 4.02004 -0.602
H 17.15485 10.01281 4.52740 -0.289
C 16.33406 6.32710 7.16028 -1.265
C 17.75093 6.87983 7.33238 1.033
C 18.47300 5.95488 8.41018 -0.828
O 18.01343 6.18841 9.70877 -0.360
C 18.24358 5.21628 10.69725 -0.754
N 18.38375 6.77031 6.00349 0.133
H 15.73009 6.38023 8.06610 0.475
H 16.35194 5.32860 6.72349 0.347
H 15.93551 7.09743 6.50010 0.269
H 17.90347 7.90610 7.66647 -0.253
H 19.51891 6.24909 8.49747 0.284
H 18.27125 4.89919 8.22869 0.446
H 17.61717 5.51059 11.53932 0.260
H 19.31221 5.18058 10.90906 0.297
H 17.90306 4.23513 10.36639 0.331
H 17.74179 7.21391 5.36223 -0.161
H 19.18166 7.36706 5.83819 -0.052
C 20.48821 12.32590 2.26579 -1.108
C 21.59882 12.34308 3.25920 0.406
C 21.11135 13.02420 4.57364 -0.079
O 20.33315 14.16413 4.39896 -0.338
C 20.01918 15.01889 5.49365 -0.824
N 21.80833 10.93853 3.41665 0.115
H 19.57586 12.12106 2.82592 -0.319
H 20.46347 11.62886 1.42816 0.452
H 20.34310 13.32410 1.85271 0.505
H 22.51083 12.82348 2.90487 0.335
H 22.00316 13.13943 5.18967 0.632
H 20.51055 12.34733 5.18108 -0.286
H 20.86413 15.66532 5.73086 0.351
H 19.76864 14.53232 6.43629 0.270
H 19.17923 15.67579 5.26768 0.316
H 21.48032 10.88559 4.37044 -0.164
H 21.09043 10.44738 2.90334 -0.287
C 13.45894 7.65012 1.91422 -1.408
C 14.37275 7.54280 3.16802 0.337
C 14.71458 6.06842 3.74723 -0.046
O 13.57313 5.35978 4.25372 -0.381
C 13.86740 4.27464 5.10121 -0.804
N 15.63274 8.23531 2.78613 -0.088
H 13.29423 8.71244 1.73411 0.392
H 12.53409 7.10161 2.09276 0.409
H 13.94885 7.23511 1.03339 0.288
H 14.10367 8.11033 4.05887 0.398
H 15.46980 6.08702 4.53297 -0.132
H 15.05567 5.43081 2.93163 0.320
H 12.91830 3.77861 4.89808 0.339
H 13.89713 4.62740 6.13212 0.291
H 14.74849 3.63909 5.01250 0.312
H 16.51035 7.87280 3.13035 -0.218
H 15.64402 9.05764 3.37243 0.477
C 16.79340 13.12666 1.58088 -0.983
C 16.85919 11.82662 0.68208 0.254
C 17.64909 11.88218 -0.65150 -0.681
O 17.49207 10.63847 -1.44054 -0.231
C 17.95688 10.61927 -2.78504 -0.811
N 17.37184 10.76905 1.55582 0.673
H 16.23418 13.87298 1.01662 0.517
H 17.79618 13.46104 1.84682 0.167
H 16.18404 12.95959 2.46907 0.188
H 15.83749 11.53719 0.43620 0.445
H 18.73507 11.87069 -0.55869 0.232
H 17.31261 12.68481 -1.30775 0.454
H 17.37561 11.36387 -3.32891 0.306
H 17.79934 9.64336 -3.24425 0.276
H 18.99311 10.92494 -2.92956 0.335
H 16.84557 10.84541 2.41448 -0.163
H 18.32192 10.91205 1.86728 -0.469
C 24.83675 10.52081 5.21938 -1.118
C 24.86005 9.00313 5.48393 -0.051
C 24.84678 8.61876 7.01069 -0.609
O 25.05029 7.21485 7.23375 -0.389
C 24.35639 6.67490 8.31284 -0.478
N 23.70393 8.42467 4.80183 0.002
H 25.23113 10.77863 4.23648 0.333
H 25.46950 11.05394 5.92896 0.456
H 23.86845 10.99198 5.38817 0.065
H 25.74661 8.59948 4.99486 0.563
H 23.99475 9.09551 7.49530 0.324
H 25.79556 9.04762 7.33319 0.335
H 24.53287 7.40857 9.09940 0.320
H 24.78400 5.74729 8.69335 0.302
H 23.29932 6.62892 8.05094 0.061
H 22.93106 8.78550 5.34274 -0.247
H 23.80067 7.43433 4.97496 0.364
```

Values from the calculation:
Orbital gap (eV): 3.35
E_HOMO (hartree): -0.5663
E_tot (hartree): -3117.64960
Net charge: +3